# C26H43Cl3EuN3O3Si

A molecular structure, C26H43Cl3EuN3O3Si (ωB97M-V with the def2-TZVPD basis set, the OMol25 dataset).

```
80
Properties=species:S:1:pos:R:3
Eu -2.3568 -1.1361 -0.9567
Cl -2.4139 -2.7565 -3.0549
Cl -0.6527 -1.1463 1.5655
Cl -0.0406 -0.7283 -1.6799
Si 2.6112 -2.3302 -0.7676
O -2.1907 0.9975 -2.1517
O -3.5837 -2.4234 0.5107
O 2.6115 -0.7430 -0.5406
N -0.6176 2.1026 -3.4363
N -2.2632 1.3300 0.9460
N -3.9514 -3.8818 2.1674
C 4.2780 0.9748 -0.6305
C 2.2566 -2.8704 0.9578
C -3.6462 1.2430 4.3514
C -0.0039 0.9492 -4.0916
C 1.4016 -3.4261 -1.7757
C 1.6763 1.5606 1.9075
C -3.0158 1.6578 2.0380
C 4.0847 -2.6231 -1.8475
C -0.1141 3.4137 -3.8720
C 5.5406 0.1491 -0.7124
C 0.4076 3.0491 -0.0937
C 3.1262 0.3874 0.1705
C -1.5907 2.0305 -2.5104
C 0.9062 2.6744 2.2143
C -3.1298 -3.0944 1.4854
C 0.3263 3.4715 1.2305
C 4.1430 2.0654 -1.3835
C -4.8782 2.8743 3.0239
C 5.1230 2.4449 -2.4320
C 1.1985 1.9478 -0.4548
C -2.8217 0.9712 3.2594
C -4.6975 2.1713 4.2308
C -3.4565 -4.7037 3.2490
C -4.0547 2.6080 1.9279
C -5.2779 -4.1774 1.6141
C 1.9527 1.3011 0.5543
H -5.6773 3.6136 2.9332
H -4.2543 -4.8508 3.9684
H 0.7603 3.7457 -3.2734
H -0.2274 4.3750 1.5142
H -5.3539 2.3656 5.0801
H -1.4195 0.7420 1.1188
H -0.6566 0.0831 -4.0194
H 5.2156 1.6565 -3.2041
H 3.2509 2.6895 -1.3478
H 1.8642 -4.4261 -1.7039
H 5.5830 -0.2279 -1.7281
H -5.6497 -3.2800 1.1000
H 6.5201 0.6687 -0.5251
H -4.1915 3.1191 0.9746
H 0.7623 2.9267 3.2702
H 5.4784 -0.6885 -0.0129
H 1.3346 -3.2280 -2.8521
H -3.4891 0.7088 5.2854
H -0.9155 4.1567 -3.7546
H 2.0725 0.8720 2.6856
H -2.6138 -4.2184 3.7209
H 0.3768 -3.5536 -1.4331
H 2.6132 -2.1270 1.6817
H -2.2989 1.9085 0.1173
H -1.8376 3.0149 -2.0857
H 1.2847 1.5525 -1.4947
H 0.1892 3.3781 -4.9345
H -3.1403 -5.7003 2.9175
H 0.1978 1.2076 -5.1401
H 4.1853 -3.6770 -2.1150
H 3.5768 0.0239 1.1148
H -2.0710 -3.0287 1.8325
H 1.1775 -3.0061 1.1439
H 2.8276 -3.8000 1.0462
H -5.2026 -5.0211 0.8971
H 0.9564 0.6888 -3.6189
H 3.9900 -2.0354 -2.7662
H -2.0255 0.2221 3.2982
H -0.0855 3.6286 -0.8672
H 4.8224 3.3432 -2.9680
H 4.9549 -2.2809 -1.2924
H -5.9126 -4.4639 2.4622
H 6.1413 2.5882 -2.0384
```

Output
- multiplicity = 8
- HOMO-LUMO gap (spin up / spin down) (hartree) = 0.1948 / 0.2695
- highest occupied orbital energy (spin up / spin down) (eV) = -2.83 / -4.86
- net charge = -1
- <S²> = 15.76
- energy relative to the best compared isomer or geometry (same formula, charge and spin) (kcal/mol) = 41.7

=====

# C26H43MnN8OS2Si

A molecular structure, C26H43MnN8OS2Si (ωB97M-V with the def2-TZVPD basis set, the OMol25 dataset).

```
82
Properties=species:S:1:pos:R:3
Mn -0.4322 -0.4250 -0.8166
S -0.0643 -2.9799 0.0689
S 1.2608 -0.6986 -2.5708
Si -2.1521 -0.0381 2.2940
O -1.3043 0.8118 -2.3327
N -2.4467 -3.2173 -2.1657
N 1.9762 -3.7597 1.5423
N 0.2118 1.8353 -0.0845
N 2.0383 -1.5387 1.0443
N -1.8514 -1.9070 -2.3810
N 2.5134 1.0579 -4.1261
N 1.4316 -0.4325 0.5837
N 0.3904 1.6827 -3.6607
C 3.9022 -0.7918 -5.0644
C 1.8388 1.8549 -6.3931
C 2.1861 0.6185 0.4854
C 1.3375 0.7710 -3.4746
C -2.1359 4.8315 -4.7296
C -0.8343 1.6602 -3.1115
C -3.9540 0.0668 2.9399
C -1.7027 2.8107 -3.4851
C 3.7202 0.2678 -3.9788
C -1.3012 3.7743 -4.4106
C 1.5852 4.2303 -0.3290
C -0.4230 2.9676 -0.3322
C -1.3118 1.5669 2.8699
C 3.3445 -3.7198 2.0282
C -3.7916 3.9906 -3.2096
C 4.4006 -3.6923 0.9206
C -2.1314 -0.2718 0.4576
C -3.3844 4.9467 -4.1314
C 1.5467 1.8642 0.1013
C -2.9610 2.9298 -2.8934
C 2.2595 3.0624 -0.0400
C 2.5467 2.1648 -5.0739
C 0.2032 4.1964 -0.4626
C 1.4073 -2.6784 0.9117
C -1.3350 -1.4770 3.2155
C 3.6662 0.5800 0.7395
H 4.3881 -4.6195 0.3439
H -1.6687 -3.7970 -1.8673
H 3.5957 2.4045 -5.2598
H 4.0209 -0.3370 -6.0498
H -0.2790 -1.5429 2.9413
H -2.6765 0.5675 -0.0114
H 5.3969 -3.5576 1.3483
H 3.4504 -2.8276 2.6454
H 1.6504 -4.6348 1.1701
H -1.1960 1.5927 3.9572
H -0.3202 1.6488 2.4197
H 3.3348 3.0620 0.0771
H -3.0041 -3.1104 -1.3243
H -4.5054 -0.8461 2.7013
H 4.5723 0.9552 -3.9807
H -4.0363 5.7740 -4.3832
H 0.7934 1.6235 -6.1936
H -1.5000 2.8902 -0.4389
H -3.2713 2.1744 -2.1818
H -2.5691 -1.3149 -2.7823
H 4.1901 -2.8614 0.2483
H 3.9258 -0.3961 1.1361
H -1.1469 -2.0261 -3.1004
H -1.7981 -2.4267 2.9407
H -4.4799 0.9033 2.4713
H -2.7078 -1.1839 0.2376
H 3.9654 1.3521 1.4526
H -1.8122 5.5771 -5.4462
H 3.4939 -4.5956 2.6636
H -4.7618 4.0781 -2.7360
H 2.2992 1.0043 -6.8964
H -4.0011 0.2103 4.0267
H 3.6802 -0.2268 -3.0123
H -0.3688 5.0896 -0.6731
H -1.4025 -1.3607 4.3019
H -1.8865 2.4478 2.5700
H 1.8877 2.7189 -7.0600
H 2.1242 5.1625 -0.4446
H 4.7889 -1.3928 -4.8541
H -0.3274 3.6738 -4.8686
H 2.0697 3.0284 -4.6112
H 4.2143 0.7434 -0.1934
H 3.0321 -1.4482 -5.0752
```

Output
- multiplicity = 6
- HOMO-LUMO gap (spin up / spin down) (hartree) = 0.1929 / 0.2430
- highest occupied orbital energy (spin up / spin down) (eV) = -2.71 / -4.10
- net charge = -1
- <S²> = 8.76
- energy relative to the best compared isomer or geometry (same formula, charge and spin) (kcal/mol) = 9.4

=====

# C26H43N3P2Sn

A molecular structure, C26H43N3P2Sn (ωB97M-V with the def2-TZVPD basis set, the OMol25 dataset).

```
75
Properties=species:S:1:pos:R:3
Sn 0.0940 0.1478 0.0352
P -1.7000 6.5244 -6.1156
P -2.8041 6.0914 -3.1572
N 0.4257 0.5050 5.0306
N 0.6203 0.3908 2.5427
N 1.4266 -1.2944 6.3001
C 0.7898 -1.8042 -1.1593
C -1.1832 1.5553 1.2656
C -3.0409 -0.1505 0.7545
C 1.6778 -1.3998 0.9385
C 0.9524 -0.4442 5.6720
C -2.6069 7.0412 -1.5841
C -0.2304 -2.4825 2.4073
C 3.1636 -0.6525 -1.0702
C -1.6861 2.6719 0.3994
C 0.3877 -2.0496 1.0992
C 0.6993 -1.9615 -2.6643
C -2.7044 7.9107 -5.3499
C -0.1477 -2.2849 -0.1935
C -0.8952 1.2927 -1.6290
C -4.3030 5.1052 -2.7293
C -1.4103 -3.0724 -0.5025
C 1.9045 -1.2229 -0.4582
C -2.9570 5.9399 -7.3445
C -1.1945 2.6576 -1.0690
C 0.4466 0.4548 3.7540
C -1.7896 0.3023 1.4385
C -3.0702 0.2345 -0.7459
C -3.5987 7.4342 -4.1965
C 2.5819 -0.8887 2.0211
C -0.6271 7.5140 -7.2394
C -1.7529 0.1732 -1.4518
H -3.1537 -1.2346 0.8761
H -0.0982 6.8287 -7.9128
H 3.4403 -1.5718 2.0868
H -1.8327 7.8085 -1.7151
H 3.9092 -1.4549 -1.0279
H 1.2369 -1.1680 -3.1992
H -3.7837 5.4429 -6.8206
H -3.5487 7.5236 -1.2856
H -3.8138 8.2730 -3.5180
H 2.9972 -0.3720 -2.1118
H -1.9180 -2.7085 -1.4018
H 2.9281 0.1368 1.8467
H -4.6506 4.5593 -3.6155
H -1.9674 3.1082 -1.7022
H -0.3401 -1.9837 -3.0149
H 0.1216 8.0554 -6.6491
H -4.5573 7.0524 -4.5793
H -2.7685 2.6291 0.4645
H 2.1346 -0.9146 3.0155
H -1.3449 3.5937 0.8762
H -0.4012 1.8669 1.9604
H 0.0430 -1.8393 3.2461
H -3.4826 1.2406 -0.8617
H -1.3243 -2.5283 2.3610
H -0.2970 3.2808 -1.1496
H -2.2815 6.3549 -0.7916
H 0.1642 -3.4807 2.6341
H -1.2083 8.2307 -7.8353
H -2.1066 -3.0674 0.3413
H -3.8588 0.3260 1.3072
H -4.0345 4.3713 -1.9577
H -1.5259 -0.2996 2.3086
H -1.5811 -0.6912 -2.1128
H 1.1621 -2.9252 -2.9203
H -1.0724 -4.0995 -0.6803
H -5.1135 5.7468 -2.3555
H -2.0055 8.6866 -5.0025
H -3.7461 -0.4619 -1.2517
H -3.3205 8.3416 -6.1533
H -3.3526 6.7708 -7.9463
H -0.1328 1.2428 -2.4268
H 3.5213 0.2103 -0.5055
H -2.4833 5.2067 -8.0090
```

Output
- multiplicity = 1
- HOMO-LUMO gap (spin up / spin down) (hartree) = 0.1795 / 0.1064
- highest occupied orbital energy (spin up / spin down) (eV) = -12.00 / -12.00
- net charge = +2

=====

# C26H43N5O5SSi

4 unconnected molecules or ions with the total composition C26H43N5O5SSi (ωB97M-V with the def2-TZVPD basis set, the OMol25 dataset).

```
81
Properties=species:S:1:pos:R:3
S 0.3453 -2.8024 4.4856
Si 3.8799 -1.2017 1.8715
O -2.6676 -3.9847 0.6455
O -4.1968 -1.6218 1.8277
O -2.7709 -0.1100 2.6234
O -2.3303 -2.5551 -1.0657
O 2.6369 -2.2688 1.9728
N 0.6915 2.2372 -4.6140
N -0.9281 -2.4492 2.1081
N 4.9343 3.4322 -6.5589
N -1.1459 -0.6954 0.4715
N -6.7252 -0.5846 3.0957
C 1.4212 -1.8307 1.3240
C -0.5472 2.8104 -4.6874
C -0.3720 1.2179 -6.2637
C 4.3029 -0.7646 0.0905
C 0.9048 -1.5165 5.6330
C -8.7714 -0.6473 3.9468
C 5.8834 3.0502 -7.4679
C 0.2831 -2.8678 1.4532
C -0.1371 -0.4451 5.9817
C -3.0665 -1.1328 1.9494
C -0.3891 2.1035 -0.7156
C -8.4538 0.6993 3.6223
C -7.6760 -1.4086 3.6067
C -0.8087 -1.8544 3.4155
C 3.9388 2.0219 -7.9406
C 5.3862 -1.9378 2.7098
C -1.1532 0.9180 -1.3579
C -1.2352 2.1973 -5.6984
C 0.8079 1.2669 -5.5722
C -1.8447 -1.7840 1.1881
C -2.3539 -2.8837 0.1438
C 5.2955 2.1745 -8.3410
C 3.4092 0.3568 2.8422
C -7.1797 0.6944 3.1008
C -2.0019 0.1834 -0.3110
C 3.7482 2.8093 -6.8381
H -0.1450 0.3461 5.2357
H 3.7407 0.1280 -0.1908
H 3.9311 -1.5556 -0.5626
H 3.4350 1.2381 2.2025
H 6.1548 -1.1703 2.8131
H 1.4003 2.4827 -3.9484
H -1.7619 1.2706 -2.1908
H -0.7708 2.3237 0.2822
H 2.3907 0.2569 3.2171
H -1.1408 -0.8668 5.9723
H 5.3623 -0.5920 -0.0831
H 5.1206 -2.2677 3.7154
H 5.7825 1.6942 -9.1732
H -0.7150 -0.1114 1.1822
H -0.4075 0.2172 -1.7297
H 1.7890 -1.0270 5.2194
H -5.8035 -0.8838 2.7533
H 5.7919 -2.7959 2.1756
H -2.4640 0.9568 0.3169
H 1.6376 -1.6817 0.2620
H 4.0722 0.4709 3.6988
H 1.7132 0.6932 -5.6733
H 0.0328 -3.1771 0.4413
H -2.8020 -0.3704 -0.7878
H -9.0807 1.5671 3.7547
H -7.4971 -2.4672 3.6856
H -9.6899 -1.0154 4.3764
H 6.8892 3.4300 -7.4144
H 5.0840 4.0712 -5.8013
H 1.1038 -0.8575 1.6993
H -6.5603 1.4949 2.7342
H -0.4770 3.0247 -1.2968
H 3.1892 1.4046 -8.4060
H -1.7620 -1.8818 3.9282
H 0.6676 1.8555 -0.5970
H 2.8743 2.9775 -6.2328
H 0.7297 -3.7461 1.9267
H -0.8338 3.5937 -4.0073
H -0.5076 -0.8015 3.3792
H 0.0493 -0.0093 6.9630
H -2.2466 2.4180 -5.9947
H 1.2067 -2.0114 6.5543
H -0.5969 0.5482 -7.0765
```

Output
- multiplicity = 1
- HOMO-LUMO gap (hartree) = 0.1661
- highest occupied orbital energy (eV) = -1.28
- net charge = -2
- energy relative to the best compared isomer or geometry (same formula, charge and spin) (kcal/mol) = 5.3

=====

E_tot for the records above, in order: -3787.13319; -3766.82594; -2076.92436; -2354.24002 a.u.